C24H52Cl6O12P2 | ωB97M-V with the def2-TZVPD basis set

Structure (ORCA input):
```
! wB97M-V def2-TZVPD RIJCOSX def2/J DEFGRID3
* xyz 0 1
C 4.863 -1.696 -1.691
O 4.261 -2.085 -0.437
P 2.932 -1.388 0.086
O 3.022 0.067 0.123
O 1.687 -1.819 -0.769
C 0.747 -2.938 -0.505
O 2.694 -2.050 1.512
C 3.698 -1.812 2.549
H 5.798 -2.215 -1.659
H 4.992 -0.615 -1.718
H 4.375 -2.119 -2.560
H 1.076 -3.677 -1.291
H -0.313 -2.607 -0.593
H 0.998 -3.293 0.519
H 4.226 -0.861 2.562
H 4.404 -2.646 2.493
H 3.072 -1.793 3.446
C -2.117 2.615 9.166
O -1.996 1.721 8.101
P -0.940 1.866 6.939
O 0.447 1.491 7.126
O -1.186 3.395 6.542
C -0.148 4.164 5.940
O -1.697 0.992 5.846
C -2.902 1.466 5.224
H -3.050 2.273 9.616
H -2.145 3.711 8.999
H -1.274 2.522 9.854
H 0.188 5.054 6.441
H -0.494 4.357 4.971
H 0.751 3.545 5.877
H -3.627 1.806 5.972
H -3.344 0.560 4.764
H -2.764 2.239 4.479
Cl 5.263 3.546 1.169
C 5.167 2.180 0.012
Cl 6.139 0.813 0.505
Cl 5.514 2.817 -1.631
H 4.125 1.803 -0.043
Cl 0.454 2.664 1.572
C 0.120 1.045 1.962
Cl -1.529 0.618 1.570
Cl 0.306 0.787 3.715
H 0.820 0.422 1.434
C 1.428 2.467 -2.857
C 0.681 3.109 -3.961
C 0.855 2.094 -5.113
O 1.438 0.906 -4.585
C 1.242 0.984 -3.223
H 1.111 2.723 -1.792
H 2.504 2.619 -2.860
H 1.027 4.136 -4.332
H -0.356 3.069 -3.693
H 1.494 2.436 -5.878
H -0.187 1.750 -5.558
H 1.875 0.230 -2.795
H 0.243 0.643 -2.919
C -1.686 -5.680 2.937
C -2.440 -4.300 3.019
C -1.307 -3.374 3.488
O -0.122 -3.755 2.754
C -0.181 -5.211 2.713
H -2.113 -6.330 2.179
H -1.764 -6.144 3.966
H -3.230 -4.267 3.746
H -2.820 -3.952 1.993
H -1.133 -3.579 4.553
H -1.326 -2.294 3.369
H 0.515 -5.582 3.508
H 0.210 -5.493 1.782
C 0.154 -1.962 -5.417
C 0.525 -1.505 -6.818
C -0.890 -1.253 -7.414
O -1.739 -2.187 -6.793
C -1.351 -2.258 -5.461
H 0.296 -1.199 -4.694
H 0.729 -2.850 -5.190
H 0.953 -2.362 -7.396
H 1.120 -0.590 -7.013
H -1.016 -1.443 -8.518
H -1.239 -0.226 -7.273
H -1.710 -3.305 -5.037
H -1.926 -1.516 -4.834
C -3.077 2.927 -2.045
C -3.435 3.017 -3.550
C -3.450 1.562 -3.984
O -2.738 0.819 -3.005
C -3.007 1.405 -1.774
H -3.736 3.478 -1.414
H -2.060 3.306 -1.877
H -2.805 3.599 -4.189
H -4.448 3.518 -3.540
H -3.041 1.367 -4.955
H -4.508 1.203 -4.125
H -2.216 1.121 -1.052
H -3.948 1.202 -1.260
*
```

DFT total energy (eV): -144014.4828
Frontier orbital gap (eV): 9.8
SMILES: COP(=O)(OC)OC.COP(=O)(OC)OC.ClC(Cl)Cl.ClC(Cl)Cl.C1CCOC1.C1CCOC1.C1CCOC1.C1CCOC1